No. 1
The following is a quantum chemistry calculation of a structure of composition CF3MgNNdO3S3, from the OMol25 dataset.

```
13
Properties=species:S:1:pos:R:3:forces:R:3
Mg 2.141 -0.479 1.375 -0.7 -0.1 -1.1
N 0.104 1.026 -0.717 0.4 -0.1 0.4
S 0.402 2.017 0.678 0.0 -0.2 -1.1
O 1.957 1.491 0.932 1.2 -0.7 0.1
S -0.414 -0.450 -0.335 1.0 -3.5 -3.0
O 0.178 -0.945 0.961 0.2 0.6 -0.5
O -0.275 -1.417 -1.505 -0.5 3.5 3.8
C -2.238 -0.361 0.076 -0.3 -0.4 -0.3
F -2.465 0.452 1.089 0.2 0.2 0.2
F -2.886 0.065 -0.992 0.2 0.1 0.0
F -2.647 -1.578 0.387 0.2 0.0 0.0
Nd 2.786 1.267 -1.264 -1.5 -0.8 1.0
S 3.358 -1.089 -0.685 -0.3 1.3 0.6
```
Positions in Å, forces in eV/Å.

Calculated values
- net charge = +1
- HOMO energy (spin up / spin down) (hartree) = -0.4604 / -0.4607
- Kohn-Sham gap (spin up / spin down) (eV) = 7.35 / 7.56
- LUMO energy (spin up / spin down) (eV) = -5.18 / -4.98
- 2S+1 = 4



No. 2
The following is a quantum chemistry calculation of a cluster of 2 separate species, C3H5ClO2 in total, from the OMol25 dataset.

```
11
Properties=species:S:1:pos:R:3:forces:R:3
C -0.311 0.395 -0.990 -0.4 0.5 -0.1
C 1.800 -0.416 1.697 0.0 0.0 2.0
C -1.500 0.245 -0.107 0.0 -0.3 0.2
O 0.475 -0.477 -1.248 0.2 -0.3 -0.3
O 1.494 -1.415 0.999 -0.2 -1.2 -1.0
Cl 2.249 0.994 0.797 0.4 0.8 -0.8
H -0.200 1.398 -1.440 0.1 0.0 -0.1
H -1.666 1.153 0.467 0.0 0.1 0.1
H -1.398 -0.617 0.550 0.0 0.0 0.0
H -2.378 0.088 -0.736 0.0 0.1 -0.1
H 1.436 -1.347 0.010 0.0 0.4 0.2
```
Positions in Å, forces in eV/Å.

Calculated values
- HOMO energy (hartree) = -0.3267
- Kohn-Sham gap (eV) = 9.55
- relative energy (zero: lowest compared OMol25 entry of this formula, charge and spin) (kJ/mol) = 288.1
- LUMO energy (eV) = 0.66



No. 3
The following is a quantum chemistry calculation of a structure of composition C28H41FeN2O2P2S, from the OMol25 dataset.

```
77
Properties=species:S:1:pos:R:3:forces:R:3
Fe 0.809 -0.407 0.484 -0.9 0.8 -0.2
C 4.262 0.887 -0.994 -0.1 0.0 0.0
C 4.445 0.730 0.515 -0.2 -0.1 0.0
C 5.641 -0.178 0.813 0.0 -0.1 0.1
C 3.199 0.247 1.254 0.3 0.0 0.1
C 2.392 1.153 1.961 0.0 0.0 0.0
C 1.446 0.721 2.888 0.0 0.1 0.0
C 1.252 -0.643 3.152 -0.1 0.0 0.2
C 0.463 -1.112 4.336 0.0 0.0 0.0
C 1.927 -1.549 2.334 0.2 -0.2 -0.1
C 2.893 -1.115 1.407 0.2 0.0 0.0
H 5.173 1.291 -1.436 0.0 0.0 0.0
H 3.437 1.550 -1.245 -0.1 0.0 0.0
H 4.086 -0.091 -1.448 0.0 0.0 -0.1
H 4.662 1.718 0.923 0.0 0.1 0.1
H 5.567 -1.129 0.276 0.0 0.0 0.0
H 5.741 -0.391 1.879 0.0 0.0 -0.1
H 6.560 0.307 0.483 0.0 0.0 0.0
H 2.544 2.217 1.816 0.0 0.0 0.0
H 0.876 1.458 3.445 0.0 -0.1 0.0
H 1.156 -1.262 5.168 0.0 0.0 0.0
H -0.030 -2.068 4.147 0.1 0.1 0.0
H -0.271 -0.376 4.650 0.0 0.0 0.0
H 1.785 -2.614 2.487 0.0 0.1 0.0
H 3.490 -1.856 0.887 -0.1 0.0 0.0
C -1.169 -3.357 1.940 -0.1 0.1 0.1
P -1.046 -2.187 0.562 0.3 -0.4 0.0
C -2.759 -1.738 0.177 0.0 0.1 0.0
C -0.624 -3.310 -0.823 0.1 0.0 0.0
C -0.230 -2.540 -2.081 -0.1 0.0 0.1
P 1.229 -1.493 -1.752 0.1 -0.3 0.0
C 1.441 -0.537 -3.269 0.0 0.1 0.1
C 2.560 -2.734 -1.773 0.1 0.1 0.0
H -1.891 -4.130 1.672 0.0 0.0 0.0
H -1.510 -2.843 2.837 0.0 0.0 -0.1
H -0.206 -3.827 2.138 0.0 0.0 0.0
H -3.214 -2.584 -0.338 -0.1 0.0 0.0
H -2.823 -0.848 -0.447 0.0 0.0 0.0
H -3.293 -1.548 1.103 -0.1 0.0 0.0
H -1.477 -3.963 -1.013 0.0 -0.1 0.0
H 0.197 -3.951 -0.490 0.0 0.0 0.0
H -1.051 -1.917 -2.441 0.0 0.0 0.0
H 0.035 -3.219 -2.893 -0.1 0.0 -0.1
H 1.372 -1.227 -4.111 0.0 0.0 -0.1
H 2.411 -0.043 -3.282 0.0 0.0 0.0
H 0.668 0.227 -3.344 0.0 0.0 0.0
H 2.489 -3.307 -2.699 0.0 0.0 0.0
H 2.478 -3.414 -0.925 0.0 0.0 0.0
H 3.538 -2.254 -1.735 0.0 0.0 0.0
C -4.245 3.156 -4.668 0.1 0.0 0.1
C -3.238 2.876 -3.584 -0.1 0.0 -0.1
C -2.837 1.565 -3.299 0.0 0.0 -0.1
C -1.923 1.307 -2.299 0.1 0.2 0.1
C -1.397 2.372 -1.568 -0.2 0.1 -0.2
C -1.771 3.684 -1.834 0.0 0.0 0.0
C -2.687 3.920 -2.845 0.0 0.1 0.0
S -0.256 2.077 -0.297 0.1 0.2 0.1
O -0.016 3.298 0.407 0.1 -0.1 0.0
O 0.915 1.366 -0.862 0.5 -0.2 -0.2
N -0.776 0.871 0.608 -0.2 -0.4 1.1
C -1.719 1.023 1.663 0.1 -0.1 -0.6
C -2.549 2.134 1.762 -0.1 0.3 -0.1
C -3.502 2.157 2.760 -0.1 0.1 -0.1
C -3.614 1.075 3.624 -0.1 0.1 0.0
C -2.747 0.025 3.446 0.4 -0.2 -0.2
N -1.795 -0.008 2.491 -0.2 -0.2 0.2
H -4.814 2.264 -4.924 0.0 0.0 0.0
H -3.745 3.507 -5.574 0.0 0.0 0.0
H -4.940 3.935 -4.360 0.0 0.0 0.0
H -3.257 0.747 -3.875 0.0 0.0 0.1
H -1.617 0.293 -2.069 0.0 0.0 0.0
H -1.352 4.498 -1.254 0.0 -0.1 -0.1
H -2.980 4.939 -3.067 0.0 0.0 0.0
H -2.446 2.959 1.068 -0.1 0.0 0.1
H -4.166 3.007 2.853 0.0 0.0 0.0
H -4.355 1.052 4.410 0.0 0.0 0.0
H -2.803 -0.842 4.095 0.1 0.0 0.0
```
Positions in Å, forces in eV/Å.

Calculated values
- net charge = +2
- HOMO energy (spin up / spin down) (hartree) = -0.5194 / -0.5189
- Kohn-Sham gap (spin up / spin down) (eV) = 8.85 / 6.73
- relative energy (zero: lowest compared OMol25 entry of this formula, charge and spin) (kJ/mol) = 16.4
- LUMO energy (spin up / spin down) (eV) = -5.28 / -7.39
- 2S+1 = 6



No. 4
The following is a quantum chemistry calculation of the ion C35H51N3OP with charge +1, from the OMol25 dataset.

```
91
Properties=species:S:1:pos:R:3:forces:R:3
C 5.248 1.421 4.519 -0.1 0.1 0.0
C 3.968 1.926 3.863 -0.2 0.0 -0.1
C 3.565 1.068 2.660 0.0 -0.4 -0.1
C 2.263 1.588 2.009 0.1 0.4 -0.2
P 0.942 0.448 1.430 -0.1 1.3 2.1
C -0.405 1.603 0.971 -0.5 0.1 -0.4
C -0.535 2.955 1.703 0.2 -0.1 0.2
C -0.983 2.780 3.145 -0.1 0.3 0.0
C -1.342 4.113 3.788 0.0 0.0 0.1
C 0.439 -0.814 2.673 -0.2 -0.1 0.4
C -0.596 -0.450 3.742 0.0 0.4 0.3
C -1.295 -1.666 4.375 0.1 0.1 -0.2
C -2.179 -2.409 3.371 0.0 0.1 0.2
H 5.469 2.027 5.403 0.1 -0.2 -0.1
H 5.137 0.377 4.836 0.1 0.2 0.0
H 6.092 1.492 3.823 -0.1 -0.1 0.2
H 3.145 1.946 4.600 0.2 0.0 -0.2
H 4.116 2.957 3.507 -0.1 -0.1 0.2
H 4.387 1.087 1.927 -0.3 0.0 0.1
H 3.476 0.008 2.941 0.0 0.3 0.2
H 1.760 2.301 2.702 0.2 -0.5 -0.4
H 2.532 2.182 1.108 -0.3 -0.2 0.4
H -0.298 1.816 -0.102 0.1 -0.3 0.2
H -1.358 1.066 1.101 0.2 0.0 -0.2
H 0.405 3.526 1.671 -0.2 -0.1 -0.1
H -1.277 3.574 1.171 0.2 -0.4 0.0
H -1.849 2.109 3.160 0.0 0.2 0.1
H -0.192 2.284 3.726 -0.2 0.1 0.0
H -1.660 3.958 4.824 0.1 0.2 -0.2
H -0.475 4.785 3.781 -0.2 -0.1 0.1
H -2.162 4.603 3.245 0.2 -0.1 0.1
H 0.028 -1.643 2.082 0.1 0.3 0.0
H 1.362 -1.225 3.128 -0.3 0.3 -0.2
H -0.108 0.142 4.525 -0.1 0.0 -0.1
H -1.373 0.192 3.296 0.3 -0.3 0.2
H -0.557 -2.345 4.821 -0.1 0.1 -0.1
H -1.923 -1.303 5.198 0.2 0.0 -0.1
H -2.737 -3.200 3.878 0.1 0.0 -0.2
H -2.904 -1.719 2.922 0.1 -0.1 0.0
H -1.592 -2.869 2.569 -0.1 0.0 0.1
C -1.156 0.735 -6.215 0.3 0.0 -0.2
N -1.394 0.441 -4.818 -0.5 -0.1 0.1
C -2.642 0.165 -4.319 -0.7 0.5 -0.9
O -3.689 0.240 -4.955 1.3 -0.2 1.0
C -2.466 -0.206 -2.844 -0.2 0.5 0.0
C -2.959 -1.623 -2.543 0.0 -0.4 -0.1
C -4.466 -1.747 -2.653 0.0 -0.1 0.1
C -5.044 -2.630 -3.572 -0.1 0.4 0.0
C -6.428 -2.617 -3.776 0.1 0.2 0.3
C -7.235 -1.755 -3.021 0.2 -0.2 0.0
C -6.665 -0.943 -2.035 0.2 -0.1 0.0
C -5.280 -0.950 -1.839 -0.3 -0.2 -0.5
N -1.029 -0.029 -2.655 -0.3 -0.2 0.6
C -0.441 -0.299 -1.459 1.1 0.2 -0.6
C 0.907 -0.303 -1.234 -0.6 -0.2 -0.1
C 1.442 -0.631 0.135 1.0 -2.0 -1.7
C 2.966 -0.957 0.199 -0.7 0.2 -0.1
C 3.389 -1.924 1.113 0.2 -0.1 -0.1
C 4.735 -2.253 1.228 -0.3 0.0 0.2
C 5.667 -1.611 0.406 -0.3 -0.2 -0.2
C 7.053 -1.964 0.525 2.8 -0.6 0.2
N 8.186 -2.243 0.642 -2.7 0.7 -0.3
C 5.246 -0.697 -0.564 -0.2 0.2 0.0
C 3.893 -0.352 -0.649 0.2 0.0 0.2
C -0.295 0.183 -3.901 0.1 -0.2 -0.1
C 0.447 -1.099 -4.308 -0.1 0.0 -0.2
C 0.643 1.397 -3.845 -0.2 0.1 -0.1
H -2.110 0.965 -6.700 0.2 -0.1 0.2
H -0.480 1.599 -6.297 -0.3 -0.2 -0.1
H -0.683 -0.119 -6.728 -0.2 0.3 0.1
H -3.021 0.524 -2.223 0.2 -0.3 -0.3
H -2.461 -2.310 -3.247 -0.2 0.1 0.3
H -2.629 -1.894 -1.529 -0.1 0.0 -0.2
H -4.393 -3.291 -4.152 -0.3 0.3 0.1
H -6.865 -3.271 -4.532 0.1 0.2 0.3
H -8.313 -1.736 -3.191 0.3 0.0 0.1
H -7.290 -0.291 -1.420 0.1 -0.2 -0.2
H -4.815 -0.319 -1.079 -0.2 -0.1 -0.2
H -1.157 -0.503 -0.647 0.3 0.2 -0.3
H 1.616 -0.306 -2.058 -0.3 0.2 0.5
H 0.980 -1.606 0.385 0.2 0.5 0.2
H 2.649 -2.448 1.721 0.3 0.1 -0.1
H 5.048 -3.017 1.947 0.0 0.4 -0.3
H 5.974 -0.257 -1.250 -0.2 -0.1 0.3
H 3.566 0.396 -1.369 0.1 -0.2 0.1
H -0.294 -1.871 -4.563 0.3 0.2 0.1
H 1.075 -0.887 -5.180 -0.1 -0.2 0.1
H 1.076 -1.466 -3.494 -0.1 0.0 -0.3
H 0.042 2.315 -3.784 0.2 -0.2 0.0
H 1.314 1.346 -2.986 -0.1 0.1 -0.3
H 1.248 1.431 -4.758 -0.1 0.1 0.2
```
Positions in Å, forces in eV/Å.

Calculated values
- net charge = +1
- HOMO energy (hartree) = -0.3938
- Kohn-Sham gap (eV) = 8.13
- relative energy (zero: lowest compared OMol25 entry of this formula, charge and spin) (kJ/mol) = 0.0
- LUMO energy (eV) = -2.59



No. 5
The following is a quantum chemistry calculation of a cluster of 11 separate species, C18H59N17O12 in total, from the OMol25 dataset.

```
106
Properties=species:S:1:pos:R:3:forces:R:3
C 0.588 -1.908 1.401 0.4 0.0 -0.8
O 1.903 -2.170 1.853 -0.6 0.1 0.7
C 2.924 -1.337 1.333 -0.2 0.7 -1.8
C 2.893 0.185 1.669 0.3 -2.3 1.3
N 3.318 0.330 3.070 1.1 2.3 0.2
C 3.519 1.795 3.395 -1.2 -1.1 0.8
C 3.599 2.142 4.938 1.1 -1.1 -1.2
O 4.572 1.327 5.640 0.2 0.8 0.2
C 4.834 1.675 7.049 -1.6 0.2 -2.1
H 0.537 -1.785 0.319 0.4 0.0 -0.4
H 0.166 -0.969 1.759 -0.1 0.0 0.6
H -0.058 -2.766 1.588 0.1 0.1 0.6
H 2.862 -1.383 0.246 -0.2 0.0 -0.4
H 3.868 -1.848 1.518 0.0 0.4 0.7
H 1.909 0.580 1.419 -0.3 0.3 0.1
H 3.603 0.678 1.005 0.2 0.0 0.1
H 2.658 0.015 3.767 -0.4 -0.5 -0.4
H 2.572 2.259 3.121 -0.2 0.7 -0.1
H 4.247 2.250 2.723 0.5 -0.2 0.4
H 2.585 1.996 5.309 -0.1 -0.2 0.5
H 3.823 3.209 4.975 0.2 0.1 0.3
H 5.016 2.746 7.143 0.4 0.1 0.0
H 5.667 1.072 7.412 -0.3 0.0 -0.1
H 3.875 1.502 7.536 0.2 -0.3 0.7
N -1.072 3.853 -2.822 4.0 -2.6 -1.7
C -1.993 4.569 -2.283 -2.3 1.0 -2.0
N -2.447 3.984 -1.189 -2.4 1.2 2.8
O -2.527 5.488 -2.896 -0.4 1.1 0.6
H -0.854 3.027 -2.284 0.6 -0.2 -0.7
H -0.797 3.962 -3.788 0.0 0.1 0.5
H -3.214 4.522 -0.811 0.2 -0.3 0.5
H -1.979 3.277 -0.640 0.0 0.0 -0.2
N 1.547 3.809 -0.851 0.3 -2.4 0.7
C 2.342 4.651 -1.494 -2.5 1.5 0.5
N 1.828 5.889 -1.415 0.4 2.1 -0.3
O 3.308 4.403 -2.171 1.5 -0.4 -0.9
H 0.754 4.096 -0.296 0.3 -0.3 -0.2
H 1.797 2.836 -0.962 -0.4 -0.3 0.4
H 1.059 6.124 -0.803 0.3 0.1 -0.4
H 2.260 6.576 -2.016 -0.3 0.1 0.4
N 4.453 2.020 -2.227 0.6 3.5 -0.1
C 3.753 0.953 -1.992 0.6 -1.9 0.0
N 4.523 -0.111 -2.045 1.6 -2.9 0.0
O 2.550 0.864 -1.792 -1.8 0.6 0.1
H 3.918 2.875 -2.175 0.2 0.9 -0.1
H 5.435 2.079 -1.995 -0.3 -0.2 -0.2
H 4.146 -1.048 -2.037 -0.2 -0.3 0.4
H 5.496 -0.003 -2.293 -0.4 -0.1 0.0
N -1.026 1.466 2.368 -1.2 -2.2 -1.7
C -0.660 2.398 3.189 1.3 3.9 0.6
N -0.356 1.871 4.397 0.1 -0.5 0.9
O -0.548 3.590 2.862 0.0 -0.8 0.6
H -1.173 1.715 1.401 -0.1 -0.5 -0.3
H -1.091 0.541 2.769 -0.2 -0.1 -1.2
H -0.650 0.905 4.411 0.5 0.3 1.4
H -0.091 2.406 5.213 -0.3 -0.2 -0.4
N -1.566 -4.981 -2.513 0.6 -1.6 -0.8
C -1.772 -4.036 -1.613 -1.1 -0.6 -1.9
N -2.108 -4.510 -0.448 -0.6 -0.5 3.5
O -1.865 -2.870 -1.941 0.3 2.6 0.0
H -1.680 -5.936 -2.205 0.3 0.2 -0.7
H -1.261 -4.701 -3.435 0.4 -0.3 -0.2
H -2.584 -3.891 0.193 0.4 -0.2 0.2
H -2.022 -5.496 -0.249 -0.1 0.5 0.2
N -1.234 -1.978 -4.595 -2.6 3.9 3.7
C -0.652 -2.926 -5.231 -0.3 -0.7 1.8
N -0.611 -2.665 -6.469 1.6 0.0 -7.1
O -0.226 -3.939 -4.711 1.0 -2.1 0.6
H -1.449 -1.076 -4.995 0.1 -0.4 -0.2
H -1.661 -2.117 -3.691 0.5 -0.4 0.4
H -0.923 -1.799 -6.884 0.0 -0.3 0.3
H -0.031 -3.247 -7.055 -0.1 0.1 0.0
N 1.716 -2.278 -3.028 -4.6 5.0 -3.2
C 2.485 -3.081 -2.425 3.7 2.8 1.9
N 2.417 -4.242 -2.868 -1.5 -8.7 -2.5
O 3.372 -2.699 -1.709 2.1 0.8 3.1
H 1.876 -1.282 -2.981 0.2 0.0 0.3
H 1.261 -2.594 -3.872 -0.2 0.1 0.4
H 1.634 -4.406 -3.485 0.0 -0.5 0.0
H 2.704 -5.068 -2.362 0.4 0.5 0.1
N -0.167 0.052 -1.530 5.0 -0.6 -2.3
C -1.176 0.623 -0.972 4.9 1.8 -0.5
N -2.105 -0.158 -0.968 -10.0 -5.2 1.2
O -1.097 1.733 -0.517 -0.2 3.8 1.9
H 0.702 0.566 -1.482 0.4 -0.5 -0.4
H -0.183 -0.934 -1.747 0.4 0.2 0.0
H -2.885 0.012 -0.350 0.0 0.0 -0.2
H -2.031 -1.070 -1.393 -0.2 -0.1 0.4
C -5.486 0.902 -0.610 -1.3 1.9 -1.4
C -5.245 -0.256 0.228 0.8 -1.3 -0.5
O -4.168 0.019 1.107 -0.2 -0.4 1.0
H -5.827 0.542 -1.580 -0.5 0.3 -0.1
H -4.617 1.515 -0.849 0.3 -0.3 0.3
H -6.218 1.577 -0.166 -0.2 0.1 -0.2
H -4.907 -1.023 -0.468 0.3 -0.5 0.4
H -6.127 -0.665 0.721 0.0 0.2 0.2
H -4.533 0.485 1.862 0.2 0.3 0.2
C -5.149 -2.708 3.157 0.2 -1.5 0.9
C -4.019 -3.308 2.337 0.0 1.6 -0.2
O -3.104 -2.226 2.177 1.1 -1.2 -0.2
H -4.789 -2.579 4.178 0.0 0.1 0.1
H -5.950 -3.446 3.202 -0.5 0.5 0.0
H -5.431 -1.714 2.809 -0.3 -0.3 -0.3
H -4.395 -3.635 1.368 -0.1 -0.1 -0.3
H -3.484 -4.153 2.770 -0.2 0.1 0.4
H -3.600 -1.511 1.770 0.1 0.5 -0.2
```
Positions in Å, forces in eV/Å.

Calculated values
- HOMO energy (hartree) = -0.2922
- Kohn-Sham gap (eV) = 8.03
- LUMO energy (eV) = 0.08
- structure (SMILES) = COCCNCCOC.NC(N)=O.NC(N)=O.NC(N)=O.NC(N)=O.NC(N)=O.NC(N)=O.NC(N)=O.NC(N)=O.CCO.CCO



No. 6
The following is a quantum chemistry calculation of a structure of composition C3H4FNO, from the OMol25 dataset.

```
10
Properties=species:S:1:pos:R:3:forces:R:3
C -0.675 -0.535 0.387 -1.9 -0.4 -1.2
C -0.392 0.859 -0.203 0.2 0.0 -0.4
C 0.745 -0.835 -0.007 1.5 -2.3 1.5
H -0.997 -0.511 1.419 0.6 -0.1 0.4
H -0.602 1.756 0.291 -1.0 1.1 1.1
H -0.683 0.954 -1.232 -0.3 -0.1 -0.6
H 1.846 1.027 -0.207 0.0 0.0 -0.3
N 0.996 0.514 -0.044 1.5 -0.9 -0.5
O 1.355 -1.889 -0.131 -0.6 2.2 -0.1
F -1.593 -1.340 -0.273 0.0 0.4 0.0
```
Positions in Å, forces in eV/Å.

Calculated values
- HOMO energy (hartree) = -0.3761
- Kohn-Sham gap (eV) = 11.02
- relative energy (zero: lowest compared OMol25 entry of this formula, charge and spin) (kJ/mol) = 72.6
- LUMO energy (eV) = 0.79